Below is a 21-piece molecular cluster, C59H160O21 overall, with properties calculated with ωB97M-V/def2-TZVPD.

Output
LUMO level, eV: 0.4425
HOMO energy, eV: -9.510
Relative energy (zero: lowest compared OMol25 entry of this formula, charge and spin), kJ/mol: 0.0
Kohn-Sham gap, eV: 9.953
2S+1: 1

Each line ends with the Mulliken charge.
CARTESIAN COORDINATES (ANGSTROEM)
1 C 13.7163 10.3263 13.3768  -0.43
2 O 13.6451 11.0494 14.6208  -0.46
3 H 12.7904 9.7646 13.1473  0.36
4 H 13.9416 11.0046 12.5674  0.17
5 H 14.5150 9.5834 13.4945  -0.10
6 H 13.0287 11.8025 14.3871  0.20
7 C 20.2963 12.8371 19.7231  -0.27
8 O 19.1002 12.1912 20.0651  -0.49
9 H 21.0790 12.2902 20.2849  0.35
10 H 20.4639 12.7937 18.6324  -0.09
11 H 20.3568 13.8346 20.1418  0.24
12 H 18.4473 12.5523 19.4732  0.00
13 C 16.6707 14.5080 18.8596  1.05
14 C 16.3277 14.4095 20.3505  1.01
15 C 17.4471 15.1128 21.2172  -1.53
16 O 15.0502 14.9507 20.7031  -0.68
17 H 17.6112 14.0318 18.6710  -0.33
18 H 16.7309 15.5154 18.4887  0.22
19 H 15.8894 13.9759 18.3149  -0.87
20 H 16.3834 13.3493 20.6253  0.09
21 H 17.5945 16.1136 20.8529  0.35
22 H 18.3497 14.5846 21.1419  0.26
23 H 17.1701 15.2467 22.2804  0.40
24 H 14.4388 14.4451 20.2014  0.01
25 C 14.4993 9.9324 7.9347  -1.78
26 C 14.4038 9.9456 9.4850  1.33
27 C 14.2508 8.4588 9.9884  -1.23
28 O 15.4721 10.6373 10.1455  0.46
29 H 15.3382 9.3594 7.6111  0.42
30 H 14.3389 10.8734 7.4130  0.27
31 H 13.6135 9.3696 7.5451  0.43
32 H 13.4250 10.4341 9.7611  -0.46
33 H 15.1194 7.8443 9.7385  0.32
34 H 13.2988 8.0342 9.6231  0.46
35 H 14.1811 8.5221 11.0822  0.15
36 H 16.2388 10.0520 10.2463  -0.23
37 C 12.1772 16.3458 19.1053  -0.52
38 C 11.0092 16.8747 18.2219  1.14
39 C 9.6072 16.4919 18.6934  -1.68
40 O 11.0176 18.2679 18.0865  -0.54
41 H 12.2644 15.2274 19.1773  -0.18
42 H 12.1285 16.7767 20.1199  0.56
43 H 13.1205 16.6577 18.7099  0.01
44 H 11.1319 16.4963 17.2116  -0.34
45 H 9.5359 15.3950 18.7286  0.30
46 H 8.8258 16.8053 18.0288  0.40
47 H 9.4395 16.8830 19.6670  0.46
48 H 10.9419 18.7116 18.9570  0.36
49 C 20.2295 18.2008 9.9617  -1.86
50 C 20.0320 17.5248 11.3070  1.07
51 C 18.7291 17.9673 11.9766  -0.79
52 O 20.0436 16.0938 11.1018  0.08
53 H 20.1957 19.2977 10.0744  0.40
54 H 19.4466 17.9508 9.2537  0.30
55 H 21.1673 17.7769 9.5545  0.43
56 H 20.8914 17.8542 11.8989  0.12
57 H 18.7036 17.5883 12.9990  0.06
58 H 17.9485 17.4759 11.3721  -0.14
59 H 18.6717 19.0142 11.9031  0.63
60 H 19.5904 15.7489 11.8853  -0.25
61 C 25.5493 12.8411 13.8918  -0.85
62 C 25.6813 11.7668 15.0337  0.50
63 C 26.9256 11.8508 15.9043  -1.47
64 O 24.5718 11.7600 15.9357  -0.50
65 H 26.2836 12.5275 13.1552  0.50
66 H 25.7827 13.8578 14.2572  0.33
67 H 24.5517 12.7615 13.4232  -0.09
68 H 25.6008 10.8063 14.5215  0.27
69 H 26.9204 11.2437 16.8195  0.32
70 H 27.0532 12.8795 16.2041  0.40
71 H 27.7997 11.7559 15.2678  0.41
72 H 24.4634 12.6073 16.3418  0.21
73 C 19.4036 17.4773 18.5916  -1.39
74 C 20.2144 17.7736 17.3622  1.70
75 C 20.4478 19.3085 17.2248  -1.70
76 O 21.4586 17.0437 17.4442  -0.53
77 H 19.9645 17.9145 19.5088  0.38
78 H 19.3172 16.3889 18.7459  0.32
79 H 18.4168 17.9492 18.5518  0.27
80 H 19.7189 17.3294 16.4915  -0.48
81 H 19.4865 19.7961 17.2952  0.37
82 H 20.9330 19.6198 16.3374  0.42
83 H 21.0955 19.5529 18.0570  0.38
84 H 21.6777 16.9493 18.3818  0.31
85 C 17.1745 9.0543 12.9647  -0.23
86 C 18.3722 8.7002 12.1029  2.46
87 C 18.8024 7.2520 12.2921  -1.64
88 O 18.0095 8.9448 10.7129  -0.73
89 H 16.8202 9.9744 12.5668  -0.28
90 H 17.4641 9.1885 14.0073  -0.59
91 H 16.3609 8.3122 12.9630  0.59
92 H 19.1474 9.4020 12.3769  -0.88
93 H 19.6409 7.0253 11.6393  0.24
94 H 17.9334 6.6181 12.1019  0.43
95 H 19.1417 7.1799 13.3258  0.34
96 H 18.8410 9.0449 10.2421  0.31
97 C 21.6380 15.8393 14.2867  -1.00
98 C 22.0702 14.3802 14.5419  2.09
99 C 22.3754 14.1650 16.0259  -1.18
100 O 20.9867 13.5824 14.0508  0.34
101 H 21.4780 15.9989 13.2043  0.20
102 H 22.4380 16.4636 14.7216  0.65
103 H 20.7633 15.9702 14.9228  -0.41
104 H 22.9971 14.1563 13.9175  -0.68
105 H 23.4069 14.5323 16.1157  0.52
106 H 22.3379 13.1432 16.3631  0.03
107 H 21.7106 14.7739 16.6029  -0.14
108 H 21.1330 12.6517 14.2896  -0.64
109 C 12.1646 12.0902 20.6339  -1.74
110 C 13.0079 11.6804 19.3992  0.85
111 C 12.1930 11.4292 18.1588  -1.36
112 O 13.8478 12.7926 19.0762  0.84
113 H 12.8654 12.3431 21.4503  0.39
114 H 11.6345 11.2205 21.0084  0.45
115 H 11.4815 12.9077 20.4436  0.31
116 H 13.5748 10.8116 19.7377  0.29
117 H 11.4960 12.1995 17.9790  0.38
118 H 11.5899 10.5096 18.4102  0.39
119 H 12.8186 11.2624 17.2639  0.19
120 H 14.2997 12.6293 18.2297  -0.60
121 C 13.3230 14.2666 16.0751  0.13
122 C 12.6257 14.6581 14.7403  0.98
123 C 13.4732 15.6916 13.9618  -0.85
124 O 12.3979 13.5335 13.9146  -0.51
125 H 14.2230 13.6933 15.8445  -0.48
126 H 12.6585 13.7396 16.6968  0.19
127 H 13.5834 15.1657 16.6508  -0.27
128 H 11.6522 15.1262 14.9834  -0.02
129 H 13.1913 16.6999 14.1832  0.27
130 H 13.3653 15.4920 12.9018  0.54
131 H 14.5241 15.5974 14.2015  -0.26
132 H 12.5844 13.7228 12.9793  0.30
133 C 16.0662 9.2539 16.4653  -1.69
134 C 15.4688 10.2363 17.4666  1.42
135 C 16.4567 10.3611 18.6529  -1.44
136 O 15.2552 11.4784 16.9152  1.55
137 H 16.1114 8.2835 16.9732  0.62
138 H 17.0107 9.5677 16.0646  -0.05
139 H 15.3688 9.1086 15.6423  0.37
140 H 14.5411 9.8228 17.9004  0.21
141 H 17.3596 10.8225 18.3242  0.07
142 H 16.6983 9.3734 18.9650  0.65
143 H 15.9594 10.9763 19.4434  0.09
144 H 14.8853 11.3099 16.0295  -1.19
145 C 11.7778 12.6040 9.4276  -1.15
146 C 11.9626 13.9438 10.1363  0.58
147 C 10.5647 14.3215 10.8169  -1.39
148 O 12.8755 14.0304 11.2389  -0.22
149 H 12.6863 12.4728 8.7951  0.08
150 H 10.9646 12.7522 8.6972  0.49
151 H 11.5730 11.7754 10.0835  0.26
152 H 12.2600 14.7150 9.3703  0.19
153 H 10.6377 15.3250 11.3143  0.26
154 H 10.4928 13.4984 11.5350  0.28
155 H 9.7484 14.2559 10.1320  0.52
156 H 13.7404 13.8492 10.8428  0.17
157 C 22.6851 7.5358 10.6378  -1.71
158 C 22.2711 8.7485 11.3662  1.35
159 C 23.4677 9.7823 11.4320  -1.52
160 O 21.1751 9.2583 10.6381  -0.46
161 H 23.0865 7.7272 9.6557  0.36
162 H 21.7912 6.9201 10.4610  0.38
163 H 23.3435 6.9372 11.2653  0.40
164 H 21.8570 8.5763 12.3948  -0.14
165 H 23.7156 10.1063 10.4008  0.39
166 H 24.3072 9.1667 11.8799  0.44
167 H 23.2233 10.6706 11.9738  0.29
168 H 21.4135 10.1622 10.4448  0.06
169 C 13.9709 18.8569 16.9629  -1.01
170 C 15.1805 19.3271 16.1746  0.39
171 C 16.2452 18.2612 16.1366  -0.17
172 O 14.8050 19.5274 14.8138  -0.41
173 H 13.5968 17.8772 16.6207  -0.05
174 H 13.1385 19.5709 16.8679  0.48
175 H 14.1866 18.7248 18.0670  0.35
176 H 15.4758 20.2994 16.6214  0.16
177 H 16.5172 18.0091 17.1654  0.04
178 H 17.1267 18.6930 15.5626  0.36
179 H 15.9255 17.2989 15.7194  -0.41
180 H 14.0692 20.1252 14.8178  0.22
181 C 16.1745 13.7439 7.7805  -1.75
182 C 16.2559 13.9036 9.3011  1.80
183 C 16.3704 15.3735 9.7694  -1.36
184 O 15.1391 13.4450 9.9886  0.10
185 H 15.3367 14.3538 7.3637  0.32
186 H 16.0533 12.6878 7.5448  0.32
187 H 17.1126 14.1964 7.3751  0.40
188 H 17.0865 13.3676 9.7568  -0.49
189 H 17.3158 15.7526 9.3620  0.45
190 H 16.5187 15.4343 10.8365  -0.01
191 H 15.5710 16.0752 9.4526  0.39
192 H 15.2283 12.4553 10.0386  -0.59
193 C 20.2076 13.7537 9.1357  -1.22
194 C 20.8557 13.0525 10.3552  0.93
195 C 19.8476 12.2318 11.0950  0.37
196 O 21.8492 12.0835 10.0233  -0.48
197 H 19.7549 12.9480 8.5767  0.48
198 H 21.0383 14.1740 8.5084  0.46
199 H 19.5048 14.5468 9.4285  -0.15
200 H 21.2958 13.8362 11.0312  -0.16
201 H 20.3042 11.7367 11.9769  -0.59
202 H 19.3987 11.4591 10.4320  0.64
203 H 19.0620 12.9328 11.4530  -0.50
204 H 22.5207 12.4647 9.4717  0.35
205 C 16.9186 12.9537 13.5681  0.81
206 C 17.6167 14.1470 14.1933  1.17
207 C 18.1032 13.8693 15.6049  0.13
208 O 18.6785 14.6162 13.3275  1.65
209 H 16.1007 12.5523 14.1635  -0.11
210 H 17.7064 12.2341 13.3016  -1.13
211 H 16.4855 13.2672 12.5763  -0.32
212 H 16.9068 14.9419 14.2382  -0.36
213 H 19.0015 13.1777 15.6871  -0.57
214 H 17.2777 13.3579 16.1879  -0.48
215 H 18.3867 14.7680 16.1374  0.19
216 H 19.4798 14.1302 13.6657  -0.76
217 C 14.1594 20.2440 11.0220  -1.46
218 C 15.5171 19.5748 11.2866  0.98
219 C 16.4930 19.6915 10.0414  -1.23
220 O 16.1821 20.2644 12.3089  -0.58
221 H 13.5479 20.0892 11.9174  0.33
222 H 13.6781 19.7277 10.2015  0.37
223 H 14.3412 21.3066 10.8402  0.33
224 H 15.4265 18.5080 11.4962  0.06
225 H 16.0890 19.0338 9.2411  0.29
226 H 17.4975 19.3476 10.2991  0.15
227 H 16.5300 20.7151 9.6966  0.45
228 H 15.8416 20.0162 13.1872  0.40
229 C 20.0454 10.2313 14.7816  0.54
230 C 21.3264 10.5152 15.5925  1.45
231 C 21.9205 9.1931 16.0358  -1.93
232 O 22.1991 11.2943 14.7851  -0.22
233 H 20.3873 9.6164 13.9695  -0.94
234 H 19.5384 11.1577 14.5448  -0.24
235 H 19.3685 9.5982 15.3615  0.45
236 H 21.0542 11.0816 16.5244  -0.54
237 H 21.1763 8.5179 16.5476  0.37
238 H 22.6768 9.3382 16.8356  0.46
239 H 22.3819 8.7289 15.1726  0.32
240 H 22.9775 11.5194 15.3294  -0.05

Cartesian forces (eV/Å) of the 2 atoms listed first:
C 0.1 -0.7 0.8
O -1.1 0.5 -1.1

Below is a 8-piece molecular cluster, C24H38O24 overall, with properties calculated with ωB97M-V/def2-TZVPD.

Output
LUMO level, eV: 0.1732
HOMO energy, eV: -10.462
Relative energy (zero: lowest compared OMol25 entry of this formula, charge and spin), kJ/mol: 93.9
SMILES: COC(=O)OC.COC(=O)OC.COC(=O)OC.O=C1OCCO1.O=C1OCCO1.O=C1OCCO1.O=C1OCCO1.O=C1OCCO1
Kohn-Sham gap, eV: 10.635
2S+1: 1

Each line ends with the Mulliken charge.
CARTESIAN COORDINATES (ANGSTROEM)
1 C -0.1125 -10.2719 13.7106  -0.06
2 O 1.2622 -10.6196 13.7649  -0.22
3 C 1.6023 -11.8503 13.3957  0.84
4 O 0.8340 -12.7311 13.0736  -0.51
5 O 2.9207 -11.9142 13.4223  -0.36
6 C 3.5556 -13.1612 13.1244  -0.13
7 H -0.2478 -9.4249 14.3763  0.35
8 H -0.8341 -11.0539 13.9377  0.13
9 H -0.3025 -9.9051 12.6994  -0.26
10 H 4.1517 -12.9734 12.2326  0.42
11 H 2.9050 -14.0150 13.0013  -0.22
12 H 4.2901 -13.4084 13.8936  0.07
13 C 2.0929 -7.4801 18.5592  -0.66
14 O 1.6743 -8.8087 18.8065  -0.36
15 C 1.1644 -9.4840 17.7734  0.85
16 O 0.9050 -9.0390 16.6870  -0.56
17 O 0.9909 -10.7492 18.1505  -0.37
18 C 0.4473 -11.5874 17.1489  -0.34
19 H 1.7543 -7.1118 17.5966  0.33
20 H 3.1845 -7.4159 18.5920  0.25
21 H 1.7395 -6.8467 19.3731  0.24
22 H 1.2265 -11.9513 16.4793  -0.04
23 H -0.3444 -11.1352 16.5532  0.32
24 H 0.0134 -12.4469 17.6577  0.32
25 C 1.8415 -14.8350 15.5487  -0.30
26 O 2.1065 -14.4575 16.9060  -0.36
27 C 3.3207 -14.5697 17.4148  0.90
28 O 4.3213 -14.8347 16.7977  -0.62
29 O 3.2598 -14.3085 18.7151  -0.36
30 C 4.5128 -14.1715 19.3730  -0.50
31 H 1.4972 -15.8649 15.4847  0.35
32 H 2.7567 -14.7469 14.9733  0.10
33 H 1.1052 -14.1071 15.2268  0.12
34 H 4.9824 -15.1437 19.5223  0.30
35 H 4.3207 -13.6981 20.3290  0.24
36 H 5.1791 -13.5517 18.7720  0.15
37 O 0.3346 -7.3578 12.4621  -0.51
38 C -0.2627 -7.3867 11.4427  0.74
39 O -1.5435 -6.9580 11.2949  -0.35
40 C -1.8780 -6.9028 9.9083  -0.31
41 C -0.6918 -7.6135 9.2223  -0.26
42 O 0.2132 -7.8802 10.2807  -0.34
43 H -2.8017 -7.4618 9.7713  0.26
44 H -2.0125 -5.8840 9.5521  0.27
45 H -0.1939 -7.0084 8.4651  0.28
46 H -1.0115 -8.5181 8.7034  0.25
47 O -4.5548 -13.5848 9.8458  -0.52
48 C -3.8585 -13.0054 10.6081  0.55
49 O -2.7147 -12.3680 10.2781  -0.42
50 C -2.0877 -11.8140 11.4491  0.65
51 C -3.1448 -12.0373 12.5546  -0.18
52 O -4.0996 -12.8979 11.9348  -0.39
53 H -1.1766 -12.3737 11.6523  -0.07
54 H -1.8720 -10.7704 11.2459  -0.18
55 H -3.6228 -11.0938 12.8118  0.27
56 H -2.7222 -12.5446 13.4150  0.28
57 O 4.8877 -10.0973 16.0501  -0.54
58 C 5.7520 -10.8453 15.7478  0.69
59 O 6.2060 -11.0074 14.4736  -0.34
60 C 7.2636 -11.9357 14.4332  -0.03
61 C 7.4001 -12.4288 15.8969  -0.34
62 O 6.4146 -11.6631 16.5918  -0.33
63 H 7.0687 -12.7807 13.7696  0.09
64 H 8.1963 -11.4886 14.0836  0.29
65 H 8.3905 -12.2254 16.2954  0.29
66 H 7.1360 -13.4775 16.0097  0.26
67 O 6.1947 -14.2534 11.4012  -0.44
68 C 6.2298 -14.8715 10.3898  0.65
69 O 5.1930 -15.0691 9.5516  -0.31
70 C 5.5962 -15.8436 8.4146  -0.24
71 C 7.0587 -16.2100 8.7299  -0.32
72 O 7.3476 -15.4702 9.9151  -0.39
73 H 4.9578 -16.7198 8.3595  0.25
74 H 5.4877 -15.2061 7.5406  0.26
75 H 7.7696 -15.8892 7.9731  0.27
76 H 7.1579 -17.2777 8.9184  0.26
77 O 2.5508 -17.7714 13.3362  -0.51
78 C 2.0183 -17.2752 12.4029  0.57
79 O 2.0852 -15.9683 12.0776  -0.23
80 C 1.2063 -15.6560 10.9996  -0.01
81 C 0.7907 -17.0534 10.5002  -0.33
82 O 1.2315 -17.9389 11.5198  -0.39
83 H 0.3847 -15.0544 11.3787  0.00
84 H 1.7650 -15.1339 10.2273  0.29
85 H 1.2399 -17.3089 9.5386  0.23
86 H -0.2863 -17.1573 10.3648  0.31

Cartesian forces (eV/Å) of the 2 atoms listed first:
C -0.3 0.9 -0.6
O 0.0 -0.4 0.4

> Which of these has the highest Kohn-Sham gap?

C24H38O24